#1
{
  "formula": "C4H9N2",
  "method": "wB97M-V/def2-TZVPD",
  "species": ["C", "C", "C", "C", "N", "N", "H", "H", "H", "H", "H", "H", "H", "H", "H"],
  "positions_angstrom": [[-1.97, -0.46, -0.02], [-1.37, -1.40, -0.45], [-2.76, 0.70, 0.24], [1.55, -0.01, -0.26], [2.61, 0.83, -0.36], [1.59, -1.18, 0.32], [-2.52, 1.14, 1.11], [-3.76, 0.44, 0.48], [-2.76, 1.28, -0.58], [0.72, 0.18, -0.89], [2.50, 1.78, -0.86], [3.55, 0.60, 0.10], [2.42, -1.45, 0.93], [0.69, -1.66, 0.33], [-0.92, -2.30, -0.81]],
  "mulliken_charge": [0.381, -0.542, -1.439, 0.294, -0.389, -0.257, 0.420, 0.370, 0.344, 0.314, 0.285, 0.257, 0.271, 0.190, 0.502],
  "charge": 1,
  "spin_multiplicity": 1,
  "orbital_gap_ha": 0.3741,
  "lumo_ev": -3.7,
  "homo_energy_ha": -0.511
}



#2
{
  "formula": "C4H9N2",
  "method": "wB97M-V/def2-TZVPD",
  "species": ["C", "C", "C", "C", "N", "N", "H", "H", "H", "H", "H", "H", "H", "H", "H"],
  "positions_angstrom": [[0.54, 0.70, 0.40], [1.90, 0.58, 0.75], [-0.75, -1.20, -0.64], [-1.76, 0.73, 0.13], [2.23, -0.54, -0.09], [-0.47, 0.11, 0.01], [2.50, 1.48, 0.63], [1.89, 0.36, 1.78], [-1.46, -0.86, -1.39], [-1.13, -2.01, 0.07], [0.12, -1.70, -1.06], [-2.24, 0.30, 0.91], [-2.29, 0.46, -0.77], [-1.74, 1.87, 0.17], [2.67, -0.28, -0.89]],
  "mulliken_charge": [0.380, -0.188, -0.725, -0.897, -0.439, -0.040, 0.344, 0.259, 0.327, 0.297, 0.357, 0.407, 0.336, 0.349, 0.232],
  "charge": 1,
  "spin_multiplicity": 1,
  "orbital_gap_ha": [0.3442, 0.3524],
  "lumo_ev": [-5.4, -5.9],
  "homo_energy_ha": [-0.544, -0.568]
}



Stability, descending: #1, #2



#1
{
  "formula": "C4H9N2",
  "method": "wB97M-V/def2-TZVPD",
  "species": ["C", "C", "C", "C", "N", "N", "H", "H", "H", "H", "H", "H", "H", "H", "H"],
  "positions_angstrom": [[-1.10, 1.27, 0.84], [0.96, 0.86, -0.18], [-0.25, 0.14, 0.00], [-0.31, -1.31, 0.03], [-1.51, 0.74, -0.48], [2.20, 0.61, 0.10], [-1.70, 0.92, 1.62], [0.60, 1.94, -0.17], [-1.07, -1.91, 0.59], [0.60, -1.89, 0.42], [-0.44, -1.80, -1.02], [-2.21, -0.08, -0.61], [-1.50, 1.31, -1.41], [2.57, -0.40, 0.14], [2.94, 1.31, 0.10]],
  "mulliken_charge": [-0.610, -0.252, 0.850, -1.495, -0.157, -0.257, 0.200, 0.413, 0.377, 0.330, 0.332, 0.376, 0.329, 0.283, 0.280],
  "charge": 1,
  "spin_multiplicity": 1,
  "orbital_gap_ha": 0.3025,
  "lumo_ev": -4.3,
  "homo_energy_ha": -0.461
}



#2
{
  "formula": "C4H9N2",
  "method": "wB97M-V/def2-TZVPD",
  "species": ["C", "N", "C", "C", "N", "C", "H", "H", "H", "H", "H", "H", "H", "H", "H"],
  "positions_angstrom": [[0.01, 0.26, 2.45], [-0.03, 0.07, 1.21], [-0.96, 0.67, 0.32], [-0.11, 0.51, -1.04], [0.92, -0.49, -1.03], [0.74, -1.63, -1.55], [0.64, -0.39, 3.15], [-0.55, 1.10, 2.86], [-1.28, 1.68, 0.63], [-1.85, 0.10, 0.24], [-0.65, 0.35, -1.94], [0.41, 1.53, -1.14], [1.84, -0.06, -0.84], [1.51, -2.38, -1.49], [-0.30, -1.91, -1.94]],
  "mulliken_charge": [-0.246, -0.250, -0.595, -0.793, 0.037, -0.117, 0.243, 0.229, 0.438, 0.295, 0.520, 0.330, 0.339, 0.297, 0.272],
  "smiles": "C=NCC[NH+]=C",
  "charge": 1,
  "spin_multiplicity": 1,
  "orbital_gap_ha": 0.3133,
  "lumo_ev": -5.0,
  "homo_energy_ha": -0.497
}



Stability, descending: #2, #1



#1
{
  "formula": "C10H13N2OS",
  "method": "wB97M-V/def2-TZVPD",
  "species": ["C", "C", "C", "C", "C", "C", "C", "C", "C", "C", "N", "N", "O", "S", "H", "H", "H", "H", "H", "H", "H", "H", "H", "H", "H", "H", "H"],
  "positions_angstrom": [[-1.47, -0.65, 0.39], [-0.46, 0.37, 0.75], [-1.18, -2.04, 0.56], [1.48, -0.90, 0.01], [-0.78, 1.32, 1.62], [-4.80, -0.17, -1.12], [-2.56, -0.10, -0.23], [-3.77, -0.78, -0.56], [1.46, 1.52, -0.15], [3.58, -1.91, -0.84], [0.70, 0.31, -0.02], [2.77, -0.82, -0.35], [-1.76, -3.04, 0.66], [0.79, -2.35, 0.58], [-0.21, 2.13, 1.81], [-1.85, 1.30, 2.03], [-5.82, -0.76, -1.29], [-4.73, 0.86, -1.31], [-2.53, 0.98, -0.41], [-4.00, -1.85, -0.24], [0.81, 2.28, 0.03], [2.36, 1.65, 0.54], [1.75, 1.66, -1.17], [4.25, -1.40, -1.54], [2.85, -2.63, -1.17], [4.09, -2.25, 0.04], [3.03, 0.13, -0.44]],
  "mulliken_charge": [0.138, 0.179, 0.561, 0.459, -0.989, -0.731, -0.152, -0.198, -1.413, -0.845, 0.238, -0.139, -0.384, -0.201, 0.483, 0.306, 0.229, 0.313, 0.407, 0.196, 0.551, 0.380, 0.424, 0.339, 0.337, 0.329, 0.181],
  "charge": 1,
  "spin_multiplicity": 1,
  "orbital_gap_ha": 0.3141,
  "lumo_ev": -4.2,
  "homo_energy_ha": -0.468
}



#2
{
  "formula": "C10H13N2OS",
  "method": "wB97M-V/def2-TZVPD",
  "species": ["C", "C", "C", "C", "C", "C", "C", "C", "C", "C", "N", "N", "O", "S", "H", "H", "H", "H", "H", "H", "H", "H", "H", "H", "H", "H", "H"],
  "positions_angstrom": [[0.91, -0.05, 2.79], [1.40, -1.21, 2.29], [-0.04, 0.71, 2.12], [0.71, -1.77, 1.22], [-0.75, 0.13, 1.06], [-0.47, -1.22, 0.69], [-2.41, 1.06, -0.63], [-1.75, 0.42, -1.83], [2.87, 0.78, -1.43], [2.60, 0.09, -2.52], [-3.31, 1.96, -0.79], [-1.70, 0.99, 0.52], [-0.72, -3.41, -0.55], [-1.40, -2.16, -0.39], [1.01, 0.22, 3.81], [1.94, -1.87, 2.93], [-0.41, 1.61, 2.56], [0.88, -2.81, 1.01], [-2.23, -0.58, -2.22], [-0.73, 0.22, -1.72], [-1.90, 1.31, -2.60], [-3.49, 2.56, 0.05], [3.90, 0.95, -1.32], [2.12, 1.11, -0.75], [3.56, -0.51, -2.77], [1.60, -0.01, -2.86], [-2.20, 1.45, 1.32]],
  "mulliken_charge": [-0.213, -0.754, -0.828, -0.496, 0.532, 0.461, 0.890, -1.006, -0.463, -0.499, -0.691, -0.198, -0.379, 0.640, 0.391, 0.386, 0.520, 0.475, 0.248, 0.205, 0.319, 0.218, 0.254, 0.183, 0.200, 0.318, 0.287],
  "charge": 1,
  "spin_multiplicity": 1,
  "orbital_gap_ha": 0.1964,
  "lumo_ev": -7.4,
  "homo_energy_ha": -0.468
}



Stability, descending: #1, #2



#1
{
  "formula": "CH3NO3",
  "method": "wB97M-V/def2-TZVPD",
  "species": ["C", "N", "O", "O", "O", "H", "H", "H"],
  "positions_angstrom": [[-0.19, -1.48, -1.29], [-0.38, -1.15, -0.18], [0.35, -1.83, -2.28], [-1.16, -0.49, 0.70], [0.38, 1.68, 0.89], [-0.61, 0.13, 1.16], [1.24, 1.31, 1.11], [0.38, 1.84, -0.11]],
  "mulliken_charge": [0.245, -0.234, -0.293, -0.164, -0.754, 0.474, 0.371, 0.355],
  "s2": 2.01,
  "spin_multiplicity": 3,
  "orbital_gap_ha": [0.2199, 0.2906],
  "lumo_ev": [0.6, -3.0],
  "homo_energy_ha": [-0.198, -0.401]
}



#2
{
  "formula": "CH3NO3",
  "method": "wB97M-V/def2-TZVPD",
  "species": ["C", "N", "O", "O", "O", "H", "H", "H"],
  "positions_angstrom": [[-1.00, -0.50, 0.50], [0.09, 0.00, 0.00], [-1.96, -1.11, 0.15], [0.67, -0.31, -1.93], [0.69, 1.08, 0.43], [-0.73, -0.13, 1.54], [0.96, -1.26, -1.91], [1.65, 1.06, 0.12]],
  "mulliken_charge": [0.166, 0.082, -0.412, -0.473, -0.299, 0.210, 0.322, 0.405],
  "s2": 2.01,
  "spin_multiplicity": 3,
  "orbital_gap_ha": [0.3553, 0.2861],
  "lumo_ev": [0.4, -2.5],
  "homo_energy_ha": [-0.339, -0.379]
}



Stability, descending: #2, #1



#1
{
  "formula": "CH4N2OS",
  "method": "wB97M-V/def2-TZVPD",
  "species": ["C", "N", "N", "O", "S", "H", "H", "H", "H"],
  "positions_angstrom": [[0.04, -0.40, 1.19], [0.18, 0.87, 0.93], [-0.84, -0.78, -0.62], [0.21, -1.30, 1.96], [-0.28, 0.40, -1.77], [0.13, 1.24, -0.03], [-0.03, 1.62, 1.55], [-0.45, -1.60, -1.04], [1.04, -0.06, -2.16]],
  "mulliken_charge": [0.612, -0.236, -0.539, -0.416, -0.255, 0.192, 0.236, 0.245, 0.161],
  "spin_multiplicity": 1,
  "orbital_gap_ha": 0.3319,
  "lumo_ev": 0.5,
  "homo_energy_ha": -0.312
}



#2
{
  "formula": "CH4N2OS",
  "method": "wB97M-V/def2-TZVPD",
  "species": ["C", "N", "N", "O", "S", "H", "H", "H", "H"],
  "positions_angstrom": [[-1.53, 0.37, 0.07], [-0.36, 0.72, -0.31], [1.53, -1.36, -0.15], [0.60, 1.11, 0.52], [2.16, 0.07, -0.07], [-1.84, 0.38, 1.09], [-2.28, 0.00, -0.68], [0.09, 0.46, -1.18], [1.62, -1.76, 0.72]],
  "mulliken_charge": [-0.244, 0.140, -0.529, -0.432, 0.020, 0.294, 0.238, 0.282, 0.230],
  "spin_multiplicity": 1,
  "orbital_gap_ha": 0.2617,
  "lumo_ev": -0.4,
  "homo_energy_ha": -0.276
}



Stability, descending: #1, #2